49
Properties=species:S:1:pos:R:3 method="wB97M-V/def2-TZVPD" relative_energy_kcal_mol=52.0 mol_weight_g_mol=331.41 charge=0 smiles="O=C(Nc1ccccc1)C1=C[C@@H](C2CC2)C[C@@H](OCCCCO)O1"
O 1.539 1.163 -0.473
C 1.277 -0.019 -0.567
N 2.199 -1.016 -0.638
C 3.597 -0.932 -0.597
C 4.282 0.271 -0.463
C 5.665 0.271 -0.431
C 6.377 -0.912 -0.530
C 5.695 -2.110 -0.663
C 4.314 -2.122 -0.697
C -0.135 -0.530 -0.607
C -0.531 -1.615 0.062
C -1.947 -2.107 0.036
C -2.610 -1.884 1.383
C -3.749 -2.765 1.798
C -2.419 -2.889 2.477
C -2.700 -1.414 -1.105
C -2.341 0.073 -1.184
O -2.807 0.724 -0.045
C -3.188 2.081 -0.208
C -2.039 3.053 -0.460
C -1.052 3.106 0.702
C 0.052 4.134 0.442
O 0.745 3.909 -0.755
O -0.949 0.255 -1.367
H 1.838 -1.954 -0.746
H 3.734 1.195 -0.389
H 6.189 1.209 -0.328
H 7.456 -0.902 -0.505
H 6.240 -3.039 -0.742
H 3.784 -3.059 -0.801
H 0.160 -2.146 0.698
H -1.937 -3.187 -0.160
H -2.661 -0.841 1.661
H -4.052 -3.558 1.129
H -4.569 -2.325 2.345
H -1.825 -3.767 2.268
H -2.322 -2.536 3.492
H -2.427 -1.869 -2.059
H -3.776 -1.505 -0.960
H -2.788 0.521 -2.087
H -3.917 2.149 -1.030
H -3.692 2.328 0.730
H -2.468 4.044 -0.623
H -1.501 2.764 -1.365
H -1.571 3.368 1.627
H -0.598 2.121 0.832
H -0.383 5.135 0.351
H 0.747 4.138 1.297
H 1.063 2.992 -0.744

24
Properties=species:S:1:pos:R:3 method="wB97M-V/def2-TZVPD" relative_energy_kcal_mol=0.0 mol_weight_g_mol=223.30 charge=+1
C -1.243 2.454 0.710
C 4.074 1.230 0.048
C 4.161 -1.117 0.198
C -2.576 2.288 1.327
C -0.781 -1.756 -0.806
N 2.875 0.698 -0.123
N 3.000 -0.644 -0.103
N -0.320 1.581 0.403
N 0.045 -0.545 -0.915
O -0.633 3.677 0.379
O 0.876 2.845 -1.656
S 5.340 0.171 0.343
S 0.834 2.893 -0.229
H 4.278 2.369 -0.102
H 4.513 -2.149 0.131
H -2.610 1.326 1.732
H -2.735 3.075 2.073
H -3.334 2.390 0.554
H -0.835 -2.222 0.134
H -1.776 -1.788 -1.069
H -0.265 -2.495 -1.376
H -0.013 0.363 -0.103
H -0.083 -0.031 -1.799
H 1.088 -0.776 -0.884